No. 1
{"formula": "C4H12O3", "method": "the ωB97M-V functional and the def2-TZVPD basis", "fmax_ev_per_a": 5.67, "total_energy_ev": -10482.6330, "smiles": "CC(C)C=O.O.O", "spin_multiplicity": 1, "homo_energy_ha": -0.370, "orbital_gap_ha": 0.39279, "lumo_ev": 0.63, "charge": 0, "de_lowest_kcal_mol": 57.8, "symbols": ["C", "C", "C", "C", "O", "H", "H", "H", "H", "H", "H", "H", "H", "O", "H", "H", "O", "H", "H"], "coordinates": [[1.02821, 0.48844, 2.01138], [0.30785, 1.53457, 1.07619], [-1.30493, 1.52172, 1.37825], [0.40176, 1.40937, -0.53094], [1.42279, 1.65603, -1.12286], [1.43179, -0.31329, 1.27557], [0.55327, -0.15412, 2.75243], [1.77849, 1.19354, 2.43379], [0.86120, 2.46429, 1.36462], [-1.54133, 1.72650, 2.45808], [-1.79061, 0.47645, 1.22393], [-2.04905, 2.14267, 0.75047], [-0.65020, 1.21044, -1.12464], [-3.25557, -4.98472, -4.38348], [-4.04006, -4.56229, -4.13189], [-2.69823, -4.37399, -4.07160], [3.24558, -0.60744, -0.00985], [3.45961, -1.03716, -0.92254], [2.83944, 0.20900, -0.42690]]}

No. 2
{"formula": "C4H12O3", "method": "the ωB97M-V functional and the def2-TZVPD basis", "fmax_ev_per_a": 2.43, "total_energy_ev": -10483.4878, "smiles": "C/C=C(/C)O.O.O", "spin_multiplicity": 1, "homo_energy_ha": -0.310, "orbital_gap_ha": 0.32615, "lumo_ev": 0.45, "charge": 0, "de_lowest_kcal_mol": 38.1, "symbols": ["C", "C", "C", "C", "O", "H", "H", "H", "H", "H", "H", "H", "H", "O", "H", "H", "O", "H", "H"], "coordinates": [[-1.70108, -1.91530, -0.91734], [-0.72244, -0.80770, -1.16654], [0.42677, -0.73290, -0.41462], [1.67487, -0.04603, -0.84474], [0.53102, -1.19203, 0.88748], [-1.58695, -2.76106, -1.61602], [-2.71171, -1.52282, -1.10925], [-1.71517, -2.25341, 0.13126], [-1.03035, 0.19922, -1.45412], [1.88637, 0.77847, -0.14700], [1.60203, 0.36148, -1.85213], [2.52613, -0.72051, -0.76128], [-0.00161, -2.00306, 0.94788], [-0.65313, 1.32741, 1.94565], [-1.48051, 1.19132, 2.41868], [-0.41607, 0.44579, 1.62218], [1.26163, 3.55462, 0.87814], [0.87107, 2.88545, 1.45726], [1.23914, 3.21106, -0.00548]]}

No. 3
{"formula": "C4H12O3", "method": "the ωB97M-V functional and the def2-TZVPD basis", "fmax_ev_per_a": 1.75, "total_energy_ev": -10483.8498, "smiles": "C/C=C/CO.O.O", "spin_multiplicity": 1, "homo_energy_ha": -0.354, "orbital_gap_ha": 0.37848, "lumo_ev": 0.66, "charge": 0, "de_lowest_kcal_mol": 29.7, "symbols": ["C", "C", "C", "C", "O", "H", "H", "H", "H", "H", "H", "H", "H", "O", "H", "H", "O", "H", "H"], "coordinates": [[-1.14309, 0.44943, -0.61701], [0.16339, 0.01131, 0.01928], [0.48712, -1.26996, 0.14677], [1.80259, -1.73773, 0.73840], [2.92891, -1.24310, 0.04062], [-1.66094, -0.45562, -0.92657], [-1.77742, 0.90967, 0.14226], [-0.89534, 1.18951, -1.36644], [0.91338, 0.75666, 0.26639], [-0.28965, -2.03924, 0.14648], [1.78243, -2.83046, 0.68073], [1.93475, -1.48125, 1.78749], [2.75344, -1.32625, -0.90478], [-6.15912, 0.74647, -1.15528], [-6.89443, 1.33298, -1.37183], [-5.41546, 1.26082, -1.49650], [4.17155, 1.87530, 1.45572], [3.66401, 2.68242, 1.33728], [3.63387, 1.16906, 1.07697]]}

No. 4
{"formula": "C4H12O4", "method": "the ωB97M-V functional and the def2-TZVPD basis", "fmax_ev_per_a": 5.53, "total_energy_ev": -12530.1912, "smiles": "O=CCCCO.O.O", "spin_multiplicity": 1, "homo_energy_ha": -0.365, "orbital_gap_ha": 0.38005, "lumo_ev": 0.40, "charge": 0, "de_lowest_kcal_mol": 66.9, "symbols": ["O", "C", "C", "C", "C", "O", "H", "H", "H", "H", "H", "H", "H", "H", "O", "H", "H", "O", "H", "H"], "coordinates": [[4.86479, 0.63409, -1.74128], [3.65648, 0.73758, -1.90028], [2.62915, 0.03141, -1.04457], [1.26798, 0.04648, -1.76583], [0.05105, 0.18414, -0.85733], [-0.87806, -0.84339, -1.29990], [3.26905, 1.47974, -2.63665], [2.58349, 0.56970, 0.05371], [3.06400, -0.87948, -0.64185], [1.04237, 0.81314, -2.56364], [1.07979, -0.88254, -2.21168], [0.10375, -0.00838, 0.34247], [-0.43009, 1.17947, -1.04440], [-1.24760, -0.59504, -2.06404], [-4.41985, 4.01421, 1.86622], [-3.97648, 3.13030, 1.60994], [-5.12399, 3.97401, 1.24384], [-2.38443, -4.38624, 5.21949], [-2.27351, -5.29918, 4.91608], [-2.87789, -3.90002, 4.51969]]}

No. 5
{"formula": "C4H12O4", "method": "the ωB97M-V functional and the def2-TZVPD basis", "fmax_ev_per_a": 1.14, "total_energy_ev": -12527.9731, "spin_multiplicity": 1, "homo_energy_ha": -0.348, "orbital_gap_ha": 0.36961, "lumo_ev": 0.58, "charge": 0, "de_lowest_kcal_mol": 118.0, "symbols": ["C", "C", "O", "O", "H", "H", "H", "H", "H", "H", "C", "C", "O", "O", "H", "H", "H", "H", "H", "H"], "coordinates": [[2.13670, 0.54330, -0.90142], [2.28120, 0.62847, 0.59660], [1.60742, -0.94061, -1.37293], [1.11077, 1.17393, -1.47750], [0.88014, -0.02530, -1.82250], [1.07888, -1.33020, -0.64845], [3.09638, 0.58048, -1.43520], [3.07079, -0.03167, 0.95749], [2.54893, 1.65887, 0.84017], [1.34069, 0.39345, 1.09362], [-1.56281, 0.41994, 0.58865], [-2.92716, -0.01154, 0.08538], [-0.87536, -0.60923, 1.31802], [-0.52301, -1.66273, 0.37026], [-0.89282, -2.44002, 0.81050], [-0.91557, 0.78754, -0.21273], [-1.64387, 1.20277, 1.34795], [-3.55426, -0.36420, 0.90635], [-2.83081, -0.80749, -0.65321], [-3.42623, 0.83423, -0.39106]]}

No. 6
{"formula": "C4H12OS", "method": "the ωB97M-V functional and the def2-TZVPD basis", "fmax_ev_per_a": 0.80, "total_energy_ev": -17225.2405, "smiles": "CCCCS.O", "spin_multiplicity": 1, "homo_energy_ha": -0.332, "orbital_gap_ha": 0.36004, "lumo_ev": 0.77, "charge": 0, "de_lowest_kcal_mol": 7.0, "symbols": ["C", "C", "C", "C", "S", "H", "H", "H", "H", "H", "H", "H", "H", "H", "H", "O", "H", "H"], "coordinates": [[-2.08741, -0.70028, -0.61598], [-1.66986, 0.23024, 0.49333], [-0.29041, -0.08472, 1.05299], [0.32257, 1.08162, 1.78312], [2.12083, 1.08060, 1.84265], [-3.04560, -0.41597, -1.05921], [-1.33342, -0.73090, -1.41374], [-2.23007, -1.73410, -0.29548], [-2.39966, 0.24280, 1.29418], [-1.70010, 1.26527, 0.12219], [0.35154, -0.38829, 0.22260], [-0.34348, -0.91377, 1.76709], [-0.10130, 1.20295, 2.78867], [0.10082, 2.03327, 1.29978], [2.33246, 0.15538, 2.78466], [2.99670, -0.58653, -4.11676], [3.38648, -0.66161, -3.24211], [3.58991, -1.07595, -4.70799]]}

No. 7
{"formula": "C4H12OS", "method": "the ωB97M-V functional and the def2-TZVPD basis", "fmax_ev_per_a": 4.16, "total_energy_ev": -17223.5092, "smiles": "CCO.CCS", "spin_multiplicity": 1, "homo_energy_ha": -0.330, "orbital_gap_ha": 0.35622, "lumo_ev": 0.71, "charge": 0, "de_lowest_kcal_mol": 46.9, "symbols": ["C", "C", "O", "H", "H", "H", "H", "H", "H", "C", "C", "S", "H", "H", "H", "H", "H", "H"], "coordinates": [[-3.74017, 1.43392, 0.82171], [-3.07511, 2.75329, 0.85246], [-4.01517, 3.80272, 1.42014], [-3.91456, 1.00684, 1.87399], [-4.68351, 1.27439, 0.28316], [-3.15499, 0.58543, 0.34408], [-2.70016, 3.17127, -0.11291], [-2.16628, 2.75168, 1.55041], [-3.97126, 3.59080, 2.41426], [4.32705, -2.30668, -1.40954], [3.02841, -1.76917, -0.96843], [2.01247, -3.15349, -1.14333], [4.37354, -2.93281, -2.32966], [4.70366, -3.15728, -0.80773], [5.16496, -1.55630, -1.45122], [3.15453, -1.30675, 0.01781], [2.80794, -0.82898, -1.49341], [1.84864, -3.35890, 0.13821]]}

No. 8
{"formula": "C4H12OS", "method": "the ωB97M-V functional and the def2-TZVPD basis", "fmax_ev_per_a": 2.30, "total_energy_ev": -17224.7331, "smiles": "CCCSC.O", "spin_multiplicity": 1, "homo_energy_ha": -0.316, "orbital_gap_ha": 0.34482, "lumo_ev": 0.77, "charge": 0, "de_lowest_kcal_mol": 18.7, "symbols": ["C", "C", "C", "S", "C", "H", "H", "H", "H", "H", "H", "H", "H", "H", "H", "O", "H", "H"], "coordinates": [[-2.06569, -0.29627, -1.34981], [-0.88882, -0.12314, -0.39787], [-0.29189, 1.28011, -0.47353], [1.21711, 1.72894, 0.32438], [1.33260, 0.67734, 1.83669], [-2.17519, -1.35423, -1.58090], [-3.01515, 0.11601, -1.00988], [-1.91962, 0.22901, -2.29945], [-0.18950, -0.92069, -0.65503], [-1.16698, -0.35758, 0.63373], [-1.06466, 2.05343, -0.39590], [-0.09899, 1.45507, -1.54907], [1.61089, 1.15693, 2.76394], [0.36341, 0.19352, 1.82501], [2.15468, -0.02372, 1.68147], [1.98315, -2.19019, -0.06807], [2.40713, -2.38983, 0.78253], [1.80751, -1.23471, -0.06826]]}